<a>
DFT (wB97M-V/def2-TZVPD) results for one molecule with the formula C5H14N2.

- HOMO: -0.3105 Ha
- E_LUMO: 1.0353 eV
- HOMO-LUMO gap: 0.3485 Eh
- 2S+1: 1
- SMILES string: CCN[C@H](C)CN

Each line ends with the natural charge from an NBO analysis.
Geometry (Å):
C  1.43  1.08  -2.47  -0.620
C  0.45  0.27  -1.62  -0.218
N  0.06  0.97  -0.39  -0.617
C  0.25  0.44  1.98  -0.638
C  -0.56  0.18  0.67  -0.054
C  -1.07  -1.26  0.36  -0.221
N  -1.69  -1.92  1.50  -0.823
H  2.33  0.48  -2.69  0.208
H  1.02  1.28  -3.46  0.215
H  1.75  1.99  -1.94  0.211
H  0.96  -0.66  -1.35  0.160
H  -0.42  0.01  -2.22  0.185
H  0.95  1.31  -0.05  0.349
H  1.34  0.36  1.92  0.196
H  0.07  -0.27  2.79  0.207
H  0.16  1.46  2.39  0.219
H  -1.51  0.63  1.00  0.155
H  -0.20  -1.88  0.09  0.179
H  -1.74  -1.11  -0.48  0.199
H  -2.50  -1.34  1.70  0.348
H  -1.10  -2.01  2.31  0.361

=====

<b>
DFT (wB97M-V/def2-TZVPD) results for one molecule with the formula C5H14N2.

- HOMO: -0.3080 Ha
- E_LUMO: 1.1249 eV
- HOMO-LUMO gap: 0.3494 Eh
- 2S+1: 1
- SMILES string: CC[C@@H](C)NCN

Each line ends with the natural charge from an NBO analysis.
Geometry (Å):
C  1.08  0.85  -1.15  -0.623
C  0.27  0.08  -0.10  -0.027
C  0.80  -1.34  0.07  -0.397
C  2.27  -1.37  0.53  -0.609
N  -1.15  0.06  -0.40  -0.680
C  -2.02  1.14  -0.02  -0.040
N  -3.05  0.74  0.97  -0.849
H  1.16  0.28  -2.08  0.202
H  2.07  1.09  -0.77  0.205
H  0.56  1.78  -1.37  0.211
H  0.37  0.59  0.85  0.176
H  0.19  -1.88  0.79  0.206
H  0.71  -1.84  -0.90  0.193
H  2.55  -2.33  0.94  0.213
H  2.44  -0.63  1.33  0.201
H  2.94  -1.15  -0.30  0.206
H  -1.58  -0.66  -0.95  0.380
H  -2.53  1.53  -0.91  0.164
H  -1.39  1.94  0.37  0.167
H  -2.79  -0.18  1.29  0.356
H  -2.91  1.31  1.81  0.347

=====

<c>
DFT (wB97M-V/def2-TZVPD) results for a 2-piece molecular cluster, C5H14N2 overall.

- HOMO: -0.3177 Ha
- E_LUMO: 0.9288 eV
- HOMO-LUMO gap: 0.3518 Eh
- 2S+1: 1
- SMILES string: CN(C)C.C=NC

Each line ends with the natural charge from an NBO analysis.
Geometry (Å):
C  0.25  -0.19  1.71  -0.423
N  0.06  -1.64  1.51  -0.429
C  -1.38  -1.90  1.60  -0.415
C  0.66  -2.05  0.24  -0.417
H  -0.18  0.11  2.67  0.201
H  -0.15  0.42  0.88  0.162
H  1.32  0.02  1.83  0.196
H  -1.52  -2.89  1.18  0.198
H  -1.68  -1.84  2.64  0.203
H  -1.99  -1.17  0.97  0.159
H  0.89  -3.10  0.30  0.203
H  1.55  -1.46  0.04  0.200
H  -0.03  -1.84  -0.58  0.163
C  0.58  2.56  -0.94  -0.442
C  -0.10  1.82  -3.10  -0.076
N  0.33  2.78  -2.36  -0.385
H  1.63  2.81  -0.70  0.211
H  0.37  1.51  -0.72  0.164
H  -0.05  3.23  -0.35  0.212
H  -0.34  2.00  -4.15  0.181
H  -0.24  0.81  -2.69  0.135

=====

Which is most stable, and by how much? <b>, by 18.0 kcal/mol.

=====

<a>
DFT (wB97M-V/def2-TZVPD) results for a 2-piece molecular cluster, C5H14N2 overall.

- HOMO: -0.3405 Ha
- E_LUMO: 0.9633 eV
- HOMO-LUMO gap: 0.3759 Eh
- 2S+1: 1
- SMILES string: CC(C)=N.CCN

Each line ends with the natural charge from an NBO analysis.
Geometry (Å):
C  -0.27  -1.44  -0.68  -0.231
C  -0.77  -2.61  0.16  -0.621
N  -1.37  -0.63  -1.18  -0.841
H  -1.89  -1.16  -1.88  0.354
H  -2.03  -0.43  -0.43  0.346
H  0.33  -1.81  -1.52  0.191
H  0.45  -0.84  -0.05  0.202
H  -1.36  -2.26  1.01  0.194
H  -1.40  -3.28  -0.43  0.198
H  0.08  -3.19  0.54  0.209
C  -0.08  1.59  1.37  -0.703
C  1.02  2.01  -0.94  -0.683
C  1.06  1.35  0.41  0.334
N  2.15  0.74  0.80  -0.646
H  2.09  0.50  1.80  0.322
H  -1.00  1.82  0.82  0.221
H  0.18  2.42  2.03  0.236
H  -0.26  0.70  1.97  0.222
H  0.01  2.00  -1.33  0.229
H  1.37  3.04  -0.84  0.230
H  1.68  1.48  -1.63  0.238

=====

<b>
DFT (wB97M-V/def2-TZVPD) results for one molecule with the formula C5H14N2.

- HOMO: -0.3285 Ha
- E_LUMO: 1.0554 eV
- HOMO-LUMO gap: 0.3673 Eh
- 2S+1: 1
- SMILES string: CCCNCCN

Each line ends with the natural charge from an NBO analysis.
Geometry (Å):
N  1.14  2.85  -0.20  -0.838
C  1.59  2.01  0.89  -0.218
C  1.34  0.45  0.76  -0.237
N  0.13  0.17  -0.04  -0.621
C  -0.31  -1.22  0.16  -0.213
C  -1.40  -1.46  -0.92  -0.413
C  -2.31  -2.66  -0.68  -0.615
H  0.18  3.11  -0.09  0.350
H  1.25  2.46  -1.13  0.367
H  1.10  2.30  1.81  0.182
H  2.67  2.14  0.98  0.184
H  1.13  0.18  1.81  0.157
H  2.25  -0.02  0.42  0.188
H  -0.56  0.76  0.38  0.345
H  0.45  -2.00  0.21  0.198
H  -0.77  -1.31  1.16  0.151
H  -1.88  -0.54  -1.26  0.210
H  -0.76  -1.57  -1.81  0.202
H  -1.76  -3.43  -0.16  0.203
H  -3.18  -2.45  -0.05  0.205
H  -2.69  -3.04  -1.63  0.213

=====

Which is most stable, and by how much? <a>, by 9.7 kcal/mol.

=====

<a>
DFT (wB97M-V/def2-TZVPD) results for a 2-piece molecular cluster, C3H13N2O overall.

- HOMO: -0.4810 Ha
- E_LUMO: -3.8031 eV
- Charge: +1
- HOMO-LUMO gap: 0.3413 Eh
- 2S+1: 1

Each line ends with the natural charge from an NBO analysis.
Geometry (Å):
C  -1.83  -1.67  -0.70  -0.416
N  -0.33  -1.85  -0.64  -0.679
H  -2.25  -2.61  -1.02  0.243
H  -2.15  -1.40  0.30  0.245
H  -2.07  -0.89  -1.42  0.243
H  0.09  -2.06  -1.55  0.443
H  -0.08  -2.61  -0.02  0.443
H  0.14  -1.01  -0.29  0.452
C  1.80  0.77  -0.38  -0.433
N  1.18  1.71  0.54  -0.629
C  -0.16  1.33  0.94  0.113
O  -0.54  1.94  2.14  -0.702
H  2.09  -0.10  0.22  0.190
H  2.71  1.21  -0.77  0.246
H  1.17  0.51  -1.24  0.139
H  1.09  2.62  0.10  0.373
H  -0.87  1.55  0.13  0.141
H  -0.25  0.24  1.15  0.099
H  0.26  2.33  2.51  0.490

=====

<b>
DFT (wB97M-V/def2-TZVPD) results for a 2-piece molecular cluster, C3H13N2O overall.

- HOMO: -0.5032 Ha
- E_LUMO: -2.9842 eV
- Charge: +1
- HOMO-LUMO gap: 0.3936 Eh
- 2S+1: 1

Each line ends with the natural charge from an NBO analysis.
Geometry (Å):
C  0.88  0.55  -0.10  -0.215
C  0.41  0.70  -1.56  -0.428
C  -0.58  -0.36  -1.98  -0.238
N  -1.88  -0.02  -1.35  -0.890
N  -0.12  -0.05  0.87  -0.682
H  1.75  -0.09  0.05  0.217
H  1.25  1.48  0.34  0.234
H  -0.09  1.66  -1.59  0.222
H  1.34  0.64  -2.11  0.254
H  -0.32  -1.38  -1.67  0.188
H  -0.74  -0.42  -3.06  0.217
H  -2.20  0.86  -1.71  0.372
H  -2.61  -0.70  -1.52  0.385
H  -0.61  -0.82  0.43  0.448
H  -0.84  0.66  1.01  0.443
H  0.27  -0.32  1.78  0.466
H  1.30  -0.32  4.69  0.503
H  1.65  -1.44  3.67  0.487
O  1.13  -0.63  3.79  -0.982

=====

<c>
DFT (wB97M-V/def2-TZVPD) results for a 3-piece molecular cluster, C3H13N2O overall.

- HOMO: -0.5405 Ha
- E_LUMO: -9.1280 eV
- Charge: +1
- HOMO-LUMO gap: 0.2050 Eh
- 2S+1: 1

Each line ends with the natural charge from an NBO analysis.
Geometry (Å):
C  1.84  0.10  0.43  -0.255
C  1.11  -0.31  -0.84  -0.446
C  0.03  0.69  -1.22  -0.269
N  -1.23  0.07  -1.35  -0.382
N  1.01  0.97  1.22  -0.582
H  2.79  0.58  0.21  0.241
H  2.08  -0.80  1.01  0.256
H  0.63  -1.28  -0.70  0.246
H  1.80  -0.52  -1.66  0.261
H  -0.06  1.43  -0.36  0.335
H  0.26  1.27  -2.11  0.271
H  -1.52  -0.24  -0.34  0.415
H  -1.95  0.76  -1.61  0.398
H  1.38  1.07  2.17  0.415
H  -3.55  -6.14  1.51  -0.008
H  0.00  0.66  1.30  0.429
H  -2.26  0.03  1.61  0.502
H  -3.16  -6.74  1.71  0.008
O  -1.47  -0.08  1.04  -0.836

=====

Which is most stable, and by how much? <b>, by 31.9 kcal/mol.

=====

<a>
DFT (wB97M-V/def2-TZVPD) results for an isolated ion of composition CH4N3 and charge +1.

- HOMO: -0.5967 Ha
- E_LUMO: -4.8523 eV
- Charge: +1
- HOMO-LUMO gap: 0.4184 Eh
- 2S+1: 1
- SMILES string: [NH2+]=C1NN1

Each line ends with the natural charge from an NBO analysis.
Geometry (Å):
C  0.07  -0.10  0.15  0.670
N  -0.97  -0.90  -0.18  -0.401
N  -1.24  0.61  0.10  -0.379
N  1.28  0.16  0.18  -0.653
H  -1.52  -1.53  0.43  0.452
H  -1.37  1.11  -0.86  0.396
H  2.01  -0.45  0.00  0.447
H  1.73  1.10  0.19  0.468

=====

<b>
DFT (wB97M-V/def2-TZVPD) results for an isolated ion of composition CH4N3 and charge +1.

- HOMO: -0.5846 Ha
- E_LUMO: -5.1991 eV
- Charge: +1
- HOMO-LUMO gap: 0.3935 Eh
- 2S+1: 1
- SMILES string: [NH3+]N1C=N1

Each line ends with the natural charge from an NBO analysis.
Geometry (Å):
C  1.87  -0.13  -0.76  0.180
N  1.69  -0.55  0.51  -0.112
N  1.11  0.73  0.06  -0.143
N  -0.34  0.56  -0.20  -0.564
H  2.34  -0.41  -1.79  0.311
H  -0.90  0.94  0.60  0.455
H  -0.57  -0.42  -0.23  0.428
H  -0.65  1.06  -1.01  0.445

=====

<c>
DFT (wB97M-V/def2-TZVPD) results for an isolated ion of composition CH4N3 and charge +1.

- HOMO: -0.5742 Ha
- E_LUMO: -6.1427 eV
- Charge: +1
- HOMO-LUMO gap: 0.3485 Eh
- 2S+1: 1
- SMILES string: N#[N+]CN

Each line ends with the natural charge from an NBO analysis.
Geometry (Å):
C  0.01  0.64  0.18  -0.150
N  -2.14  -0.44  -0.37  0.378
N  -1.22  0.13  -0.07  0.145
N  0.89  -0.61  -0.11  -0.796
H  0.05  1.05  1.11  0.284
H  0.39  1.40  -0.42  0.300
H  0.88  -0.95  -1.03  0.409
H  1.14  -1.23  0.70  0.430

=====

Which is most stable, and by how much? <c>, by 10.9 kcal/mol.

=====

<a>
DFT (wB97M-V/def2-TZVPD) results for a 2-piece molecular cluster, C8H15N overall.

- HOMO (spin up / spin down): -0.3037 / -0.2874 Ha
- E_LUMO (spin up / spin down): -0.3819 / -0.4244 eV
- HOMO-LUMO gap (spin up / spin down): 0.2897 / 0.2718 Eh
- 2S+1: 1

Each line ends with the natural charge from an NBO analysis.
Geometry (Å):
C  2.33  -2.08  -0.74  0.153
C  2.10  -0.61  -0.84  -0.708
C  0.32  -2.81  -0.83  0.026
N  1.54  -3.14  -0.73  -0.479
H  3.37  -2.30  -0.51  0.163
H  -0.36  -3.52  -0.36  0.137
H  3.08  -0.12  -0.82  0.224
H  1.52  -0.20  -0.01  0.244
H  1.53  -0.35  -1.73  0.247
C  -1.00  -0.04  1.52  -0.657
C  -0.48  2.44  1.64  -0.628
C  -1.58  0.35  -1.48  -0.661
C  -0.90  1.27  0.79  0.005
C  -1.13  1.41  -0.52  -0.191
H  -1.10  2.42  -0.93  0.190
H  -1.98  -0.13  2.00  0.223
H  -0.87  -0.91  0.89  0.217
H  -1.18  2.59  2.46  0.210
H  0.51  2.25  2.09  0.207
H  -0.41  3.36  1.06  0.213
H  -0.23  -0.12  2.29  0.210
H  -1.21  0.57  -2.49  0.212
H  -1.21  -0.64  -1.22  0.228
H  -2.67  0.31  -1.52  0.216

=====

<b>
DFT (wB97M-V/def2-TZVPD) results for one molecule with the formula C8H15N.

- HOMO: -0.2300 Ha
- E_LUMO: 0.8234 eV
- HOMO-LUMO gap: 0.2603 Eh
- 2S+1: 1
- SMILES string: C=C(NC)C(C)=C(C)C

Each line ends with the natural charge from an NBO analysis.
Geometry (Å):
C  -1.35  0.76  1.69  -0.407
C  0.45  0.84  -2.18  -0.623
C  1.33  -1.63  0.55  -0.657
C  1.92  0.80  0.64  -0.695
N  -0.97  -0.42  0.90  -0.544
C  -1.20  -0.32  -0.56  0.157
C  0.10  0.05  -0.97  -0.263
C  0.91  -0.22  0.18  0.300
C  -2.38  -0.64  -1.12  -0.588
H  -1.38  -1.27  1.29  0.378
H  -0.80  1.61  1.29  0.205
H  -1.08  0.60  2.73  0.199
H  -2.42  0.96  1.61  0.194
H  1.05  0.27  -2.90  0.203
H  1.04  1.73  -1.93  0.207
H  -0.45  1.19  -2.69  0.221
H  0.57  -2.35  0.25  0.220
H  2.26  -1.87  0.02  0.217
H  1.61  1.82  0.40  0.218
H  2.09  0.72  1.72  0.221
H  2.89  0.63  0.16  0.233
H  1.53  -1.73  1.62  0.201
H  -3.29  -0.74  -0.53  0.197
H  -2.46  -0.79  -2.19  0.208

=====

<c>
DFT (wB97M-V/def2-TZVPD) results for a 3-piece molecular cluster, C8H15N overall.

- HOMO: -0.2781 Ha
- E_LUMO: 1.0002 eV
- HOMO-LUMO gap: 0.3148 Eh
- 2S+1: 1

Each line ends with the natural charge from an NBO analysis.
Geometry (Å):
C  -2.57  0.50  -0.21  -0.306
C  -0.05  -2.41  -0.91  -0.729
C  -2.52  1.07  1.02  -0.580
C  -0.76  -1.29  -0.23  0.159
N  -0.46  -1.08  1.00  -0.749
H  0.27  -1.57  1.53  0.367
H  -3.28  -0.28  -0.43  0.198
H  -2.15  1.00  -1.07  0.195
H  0.44  -2.03  -1.80  0.239
H  -0.79  -3.14  -1.25  0.240
H  0.69  -2.93  -0.29  0.172
H  -3.14  0.71  1.83  0.198
H  -2.03  2.02  1.17  0.195
H  -0.99  -0.29  1.46  0.407
C  1.60  1.56  0.22  -0.492
C  1.03  1.43  -1.20  -0.594
C  2.38  0.39  0.60  0.033
C  3.04  -0.57  0.87  -0.293
H  2.25  2.44  0.28  0.232
H  0.79  1.69  0.93  0.231
H  1.83  1.30  -1.93  0.208
H  0.35  0.58  -1.26  0.225
H  0.47  2.33  -1.45  0.209
H  3.61  -1.43  1.10  0.235

=====

<d>
DFT (wB97M-V/def2-TZVPD) results for a 2-piece molecular cluster, C8H15N overall.

- HOMO: -0.3221 Ha
- E_LUMO: 0.7564 eV
- HOMO-LUMO gap: 0.3499 Eh
- 2S+1: 1
- SMILES string: C=CC(=C)C.CC(C)=N

Each line ends with the natural charge from an NBO analysis.
Geometry (Å):
C  2.07  -0.99  0.12  -0.685
C  0.64  -0.47  2.22  -0.686
C  0.78  -1.24  0.84  0.351
N  0.08  -2.21  0.47  -0.651
H  -0.77  -2.36  1.01  0.334
H  2.08  0.03  -0.27  0.226
H  2.92  -1.09  0.80  0.220
H  -0.27  -0.78  2.72  0.216
H  1.48  -0.78  2.85  0.222
H  0.72  0.60  2.08  0.223
H  2.18  -1.67  -0.71  0.232
C  -0.48  0.26  -2.17  -0.656
C  -0.53  1.20  -1.01  -0.023
C  -1.38  0.86  0.13  -0.220
C  0.20  2.31  -0.98  -0.388
C  -2.39  -0.01  0.08  -0.373
H  -1.38  1.60  0.92  0.201
H  0.26  0.58  -2.90  0.216
H  -0.22  -0.74  -1.83  0.235
H  -1.46  0.19  -2.65  0.221
H  0.94  2.53  -1.73  0.196
H  0.10  3.04  -0.19  0.193
H  -2.47  -0.76  -0.69  0.197
H  -3.11  -0.09  0.89  0.198

=====

Which is most stable, and by how much? <d>, by 42.6 kcal/mol.

=====

<a>
DFT (wB97M-V/def2-TZVPD) results for one molecule with the formula CH4N2.

- HOMO: -0.3463 Ha
- E_LUMO: 1.0477 eV
- HOMO-LUMO gap: 0.3848 Eh
- 2S+1: 1
- SMILES string: [H]/N=C\N

Each line ends with the natural charge from an NBO analysis.
Geometry (Å):
C  0.12  -0.06  0.42  0.291
H  0.25  0.69  -1.54  0.378
H  1.42  1.29  -0.49  0.377
H  0.93  -0.19  1.12  0.145
H  -1.51  -0.63  -0.25  0.328
N  0.70  0.48  -0.64  -0.826
N  -0.95  -0.60  0.45  -0.693

=====

<b>
DFT (wB97M-V/def2-TZVPD) results for one molecule with the formula CH4N2.

- HOMO: -0.3631 Ha
- E_LUMO: 1.1947 eV
- HOMO-LUMO gap: 0.4070 Eh
- 2S+1: 1
- SMILES string: C1NN1

Each line ends with the natural charge from an NBO analysis.
Geometry (Å):
C  0.43  -0.26  0.07  -0.130
N  -0.37  0.88  0.34  -0.443
N  -0.86  -0.19  -0.50  -0.439
H  1.42  -0.14  -0.43  0.161
H  0.68  -1.05  0.68  0.170
H  -0.70  0.72  1.38  0.341
H  -0.61  0.06  -1.53  0.339

=====

<c>
DFT (wB97M-V/def2-TZVPD) results for one molecule with the formula CH4N2.

- HOMO: -0.3579 Ha
- E_LUMO: 0.9174 eV
- HOMO-LUMO gap: 0.3916 Eh
- 2S+1: 1
- SMILES string: [H]/N=C/N

Each line ends with the natural charge from an NBO analysis.
Geometry (Å):
N  -0.88  0.27  0.77  -0.869
C  0.34  0.01  0.08  0.280
N  0.47  -0.34  -1.13  -0.610
H  -0.80  -0.42  1.51  0.371
H  -0.97  1.21  1.14  0.379
H  1.20  0.04  0.75  0.105
H  1.33  -0.87  -1.20  0.345

=====

Which is most stable, and by how much? <c>, by 7.6 kcal/mol.